Version one
# BH20O8

A cluster of 9 separate species, BH20O8 in total (ωB97M-V/def2-TZVPD, the Open Molecules 2025 dataset).

Structure (XYZ):
```
29
Properties=species:S:1:pos:R:3
O -2.587 -2.095 0.590
O 1.676 3.708 -1.244
O 0.227 -1.812 -2.128
O -2.702 2.601 0.933
O 0.056 -3.274 1.032
O 3.662 0.966 0.440
O -2.555 -1.077 -1.972
O 2.340 -1.868 -0.518
B -0.162 0.697 0.988
H -2.568 -0.152 -2.047
H -0.575 -1.445 -1.822
H 0.907 4.006 -0.793
H 2.562 -1.207 0.115
H 0.147 1.854 1.044
H 0.046 -2.362 1.304
H -2.806 -2.389 1.442
H 0.861 0.029 1.228
H 2.834 1.195 0.821
H 0.858 -1.633 -1.445
H 2.188 4.509 -1.480
H 0.982 -3.313 1.000
H -2.894 -1.342 -1.134
H -2.024 2.246 1.559
H 2.759 -1.801 -1.390
H 3.570 1.169 -0.520
H -2.004 -1.388 0.762
H -0.591 0.424 -0.122
H -3.210 3.235 1.439
H -0.999 0.518 1.917
```

Properties
Spin multiplicity ... 1
HOMO energy ... -6.05 eV
Charge ... -1

Version two
# BH20O8

A structure of composition BH20O8 (ωB97M-V/def2-TZVPD, the Open Molecules 2025 dataset).

Structure (XYZ):
```
29
Properties=species:S:1:pos:R:3
O 1.078 -2.262 -0.165
O -1.015 -1.169 -2.045
O -0.696 2.037 -0.556
O -2.167 -1.138 1.458
O 0.590 -0.753 2.207
O 2.161 0.121 0.033
O 0.659 1.394 -2.297
O -0.402 1.468 2.180
B -0.179 -0.036 0.104
H 2.304 0.729 -0.693
H -1.186 0.342 0.192
H -0.796 2.687 0.140
H -1.418 -0.632 -2.728
H -1.390 -0.650 1.184
H 0.414 0.433 0.873
H -0.660 1.198 -0.096
H -0.187 -1.112 0.182
H 0.544 -1.468 -0.171
H 1.683 -2.152 -0.898
H 1.230 -0.095 -0.014
H -0.059 0.985 1.428
H -0.687 -0.536 -1.406
H 0.212 0.177 -0.879
H 0.468 0.849 -1.534
H -0.074 -1.422 2.041
H 0.798 -0.401 1.341
H -2.131 -1.950 0.952
H 1.437 0.996 -2.688
H -0.531 2.359 1.855
```

Properties
Spin multiplicity ... 1
HOMO energy ... -6.27 eV
Charge ... -1

Ranked by calculated energy, most stable first: version one, version two.

Version one
# C35H47As3N3O3Ti

A structure of composition C35H47As3N3O3Ti (ωB97M-V/def2-TZVPD, the Open Molecules 2025 dataset).

Structure (XYZ):
```
92
Properties=species:S:1:pos:R:3
As 2.397 0.929 -0.161
As 5.207 2.391 -3.245
As 1.341 -1.194 -3.097
Ti -0.276 0.156 0.550
O -0.786 0.937 -1.236
O -6.860 -0.428 0.087
O -2.200 -0.081 0.773
N 0.064 -1.985 0.453
N -0.250 2.031 1.725
N 0.530 -0.337 2.377
C 0.305 -4.727 0.621
C -0.449 4.192 3.442
C -7.029 -1.104 1.330
C 3.950 0.863 -3.394
C 3.275 -1.490 -2.833
C 1.259 0.282 4.575
C 1.017 -1.608 2.586
C 6.516 1.855 -4.604
C 5.620 -0.802 -2.564
C 0.845 -3.927 1.602
C 1.663 -1.938 3.757
C -0.721 3.209 1.292
C 0.647 0.597 3.379
C -0.502 -2.770 -0.472
C 4.168 -0.309 -2.429
C -0.410 -4.142 -0.426
C 1.035 -3.003 -3.796
C 3.291 1.446 1.494
C -4.494 -0.289 0.480
C -5.550 0.611 -1.522
C -1.895 1.227 -1.778
C -3.139 0.813 -1.239
C -3.233 0.142 0.019
C -0.839 4.311 2.105
C 1.795 -0.988 4.769
C 4.004 0.108 -0.959
C 4.163 3.587 -4.397
C 0.680 -2.542 1.517
C 2.274 2.696 -0.975
C 0.036 2.989 3.899
C -4.343 1.031 -1.972
C 1.329 -0.339 -4.867
C -1.795 2.014 -3.054
C 0.125 1.906 3.017
C -5.624 -0.058 -0.272
H 1.393 0.745 -4.795
H -6.462 0.766 -2.079
H 2.149 -0.707 -5.485
H -1.029 -2.265 -1.273
H 7.218 1.136 -4.187
H 3.262 3.092 -1.207
H -0.528 5.035 4.115
H -0.884 -4.740 -1.191
H 3.649 -1.904 -3.776
H 1.676 -3.188 -4.658
H 0.412 -5.801 0.677
H 2.054 -2.935 3.904
H 4.000 0.502 -4.425
H 3.359 -2.290 -2.090
H 3.282 3.932 -3.857
H 1.344 1.022 5.359
H 4.781 0.846 -0.736
H 1.357 -4.362 2.447
H 5.847 -1.056 -3.601
H -6.473 -2.043 1.337
H 1.662 2.656 -1.875
H 3.852 3.085 -5.313
H -1.004 3.247 0.246
H 2.654 2.123 2.062
H -4.294 1.532 -2.929
H -8.092 -1.305 1.413
H 6.025 1.423 -5.476
H -6.706 -0.470 2.158
H -0.820 2.496 -3.083
H -0.007 -3.109 -4.098
H 2.950 1.286 -3.263
H 3.486 0.561 2.099
H 2.294 -1.238 5.693
H 4.218 -0.752 -0.315
H 6.334 -0.046 -2.232
H 0.339 2.870 4.929
H 4.772 4.452 -4.652
H 7.073 2.740 -4.911
H -1.857 1.334 -3.908
H 1.794 3.356 -0.251
H 1.255 -3.739 -3.025
H -2.579 2.759 -3.163
H 5.777 -1.695 -1.955
H -4.525 -0.786 1.437
H -1.228 5.235 1.705
H 4.231 1.947 1.262
H 0.387 -0.600 -5.349
```

Properties
Spin multiplicity ... 3
HOMO energy (alpha / beta) ... -7.96 / -10.53 eV
Charge ... +1

Version two
# C35H47As3N3O3Ti

A structure of composition C35H47As3N3O3Ti (ωB97M-V/def2-TZVPD, the Open Molecules 2025 dataset).

Structure (XYZ):
```
92
Properties=species:S:1:pos:R:3
As 1.151 -3.543 -0.353
As -2.512 -4.672 -4.468
As -0.020 -0.359 -2.132
Ti -0.193 0.315 0.416
O -0.322 0.523 2.227
O -1.201 -1.216 0.475
O -5.039 -3.655 1.827
N -1.994 1.451 0.084
N 0.439 2.088 -0.227
N 1.839 0.202 0.683
C -1.808 2.754 -0.263
C 4.619 0.033 0.564
C 0.084 -3.378 -3.159
C -0.570 -1.973 -3.190
C 1.783 2.261 -0.447
C 2.271 3.447 -0.981
C 0.032 4.327 -0.967
C -4.165 3.192 -0.216
C 2.710 -4.723 -0.698
C -2.692 -1.769 3.761
C -4.358 1.858 0.137
C 1.505 0.253 -3.214
C -0.421 3.113 -0.496
C 2.569 1.149 0.018
C -0.855 -0.204 3.122
C 0.369 -4.782 0.971
C -3.323 -4.446 -2.679
C 2.512 -0.725 1.390
C -2.878 3.638 -0.407
C 1.397 4.492 -1.228
C -3.953 -2.917 2.069
C 1.576 -3.262 -3.505
C -3.722 -2.592 3.422
C 3.963 1.047 -0.088
C -3.159 -2.969 -5.222
C -0.045 -4.109 -1.815
C -1.828 -1.201 2.791
C -1.351 0.781 -3.023
C -3.078 -2.458 1.102
C -3.257 1.045 0.281
C -5.369 -3.964 0.483
C -0.572 -4.239 -4.254
C 3.877 -0.845 1.369
C -2.014 -1.607 1.431
C -0.408 0.080 4.525
H -6.303 -4.515 0.529
H 2.091 -2.645 -2.764
H -3.186 -2.727 0.058
H -2.348 0.550 -2.647
H 3.326 3.565 -1.180
H -5.348 1.459 0.299
H 2.446 -0.145 -2.835
H 3.442 -4.238 -1.344
H -2.559 -1.507 4.800
H 3.193 -4.919 0.261
H 1.765 5.429 -1.619
H -0.698 -4.611 1.089
H -1.624 -2.075 -2.912
H 5.692 -0.071 0.491
H -4.190 -3.102 -5.548
H -0.089 -5.221 -4.216
H -1.061 -3.990 -1.431
H -1.331 0.633 -4.103
H -4.395 -4.613 -2.787
H 1.919 -1.377 2.021
H -3.398 0.011 0.557
H -5.511 -3.056 -0.110
H -0.526 -1.624 -4.226
H -2.692 4.671 -0.658
H -4.393 -2.993 4.168
H -5.008 3.859 -0.328
H -0.306 -3.827 -5.234
H -1.134 1.828 -2.807
H -3.124 -2.142 -4.513
H 0.648 -0.184 4.613
H -2.567 -2.714 -6.101
H -4.605 -4.589 0.016
H -2.936 -5.194 -1.988
H 2.420 -5.680 -1.133
H 4.373 -1.605 1.955
H 4.508 1.770 -0.677
H -0.657 5.137 -1.156
H -0.966 -0.458 5.281
H 0.123 -5.178 -1.979
H 0.841 -4.642 1.945
H -0.482 1.152 4.709
H 2.031 -4.254 -3.511
H 0.532 -5.813 0.657
H 1.719 -2.815 -4.491
H 1.542 1.342 -3.151
H 1.386 -0.039 -4.257
H -3.171 -3.445 -2.271
```

Properties
Spin multiplicity ... 3
HOMO energy (alpha / beta) ... -8.03 / -10.48 eV
Charge ... +1

Ranked by calculated energy, most stable first: version one, version two.

Version one
# C2H11N4

A cluster of 2 separate species, C2H11N4 in total (ωB97M-V/def2-TZVPD, the Open Molecules 2025 dataset).

Structure (XYZ):
```
17
Properties=species:S:1:pos:R:3
N 0.531 -0.747 -0.605
N 1.077 -1.836 0.140
N -1.913 -0.265 0.217
N 1.298 0.434 -0.761
C 1.378 1.281 0.411
C -2.767 0.438 -0.392
H 0.354 -1.115 -1.546
H 1.816 2.224 0.091
H 1.256 -1.554 1.100
H 2.220 0.249 -1.153
H -2.466 1.023 -1.253
H 0.372 1.479 0.777
H -2.201 -0.819 1.024
H -0.780 -0.430 -0.129
H 1.948 -2.177 -0.266
H -3.806 0.478 -0.080
H 1.989 0.872 1.223
```

Properties
Spin multiplicity ... 1
HOMO energy ... -13.40 eV
Charge ... +1

Version two
# C2H11N4

A cluster of 2 separate species, C2H11N4 in total (ωB97M-V/def2-TZVPD, the Open Molecules 2025 dataset).

Structure (XYZ):
```
17
Properties=species:S:1:pos:R:3
N 1.139 1.403 2.564
N -0.887 -0.986 -2.780
N 0.367 -1.546 -0.808
N -0.539 0.040 1.431
C 0.053 1.290 1.557
C -0.077 -0.455 -1.627
H 0.566 1.404 3.410
H 0.796 0.151 -1.990
H -0.269 2.390 1.614
H 0.701 1.448 0.560
H -0.462 -1.686 -3.385
H -1.322 -0.141 2.029
H -0.176 -2.350 -1.111
H 0.338 -1.414 0.231
H -0.669 0.146 -0.936
H -1.121 -0.175 -3.362
H 1.563 0.482 2.605
```

Properties
Spin multiplicity ... 1
HOMO energy ... -13.34 eV
Charge ... +1

Ranked by calculated energy, most stable first: version one, version two.

Version one
# C4H12N2

A cluster of 2 separate species, C4H12N2 in total (ωB97M-V/def2-TZVPD, the Open Molecules 2025 dataset).

Structure (XYZ):
```
18
Properties=species:S:1:pos:R:3
N -1.307 1.426 -0.367
N 3.296 -0.864 -1.117
C 2.655 0.136 -1.546
C -3.014 0.815 1.352
C 2.897 -1.863 -0.073
C -1.846 0.344 0.358
H 3.548 -1.624 0.880
H 2.720 -2.863 -0.514
H -1.398 1.001 -1.332
H -3.951 0.891 0.813
H -3.239 -0.007 2.013
H -2.713 1.706 1.918
H -1.076 -0.208 0.876
H 1.948 -1.505 0.369
H 2.993 1.134 -1.896
H -2.572 -0.302 -0.173
H 1.451 0.027 -1.527
H -0.391 1.755 -0.034
```

Properties
Spin multiplicity ... 2
HOMO energy (alpha / beta) ... 0.90 / -3.41 eV
Charge ... -1

Version two
# C4H12N2

A cluster of 2 separate species, C4H12N2 in total (ωB97M-V/def2-TZVPD, the Open Molecules 2025 dataset).

Structure (XYZ):
```
18
Properties=species:S:1:pos:R:3
N 0.501 -0.339 1.690
N -0.865 1.307 -0.206
C 0.767 -1.547 0.941
C -1.983 0.638 -0.970
C 1.846 -2.345 1.121
C 0.322 1.398 -1.066
H -0.324 0.377 1.176
H -1.206 2.178 0.146
H 2.114 -3.278 0.540
H 0.352 0.558 -1.810
H -0.041 -2.076 0.372
H 0.400 2.306 -1.706
H -3.086 0.791 -0.507
H -1.784 -0.494 -0.985
H 2.666 -1.996 1.779
H -2.182 1.082 -1.985
H 1.176 1.320 -0.397
H 1.328 0.121 1.868
```

Properties
Spin multiplicity ... 2
HOMO energy (alpha / beta) ... 1.19 / -4.74 eV
Charge ... -1

Ranked by calculated energy, most stable first: version two, version one.

Version one
# C20H27N3O4

The molecule C20H27N3O4 (ωB97M-V/def2-TZVPD, the Open Molecules 2025 dataset).

Structure (XYZ):
```
54
Properties=species:S:1:pos:R:3
O 6.592 0.962 0.990
O 0.067 -2.648 0.313
O -4.803 -0.188 0.166
O -1.616 1.444 -0.048
N -0.402 0.854 0.050
N 1.702 -1.158 0.736
N -8.145 1.268 -0.135
C 0.430 -1.487 0.444
C 3.232 0.396 -0.345
C -6.156 -0.028 0.077
C -10.363 0.336 -0.205
C -6.828 1.183 -0.050
C -8.879 0.168 -0.100
C -2.572 0.521 0.156
C 2.702 -2.206 0.782
C 5.288 -0.501 -1.538
C 6.201 0.724 -1.453
C -3.995 0.959 0.092
C 4.334 -0.665 -0.351
C 3.678 -2.048 -0.382
C -8.296 -1.094 0.029
C 6.393 2.327 1.248
C -0.596 -0.415 0.312
C -1.990 -0.688 0.388
C 2.274 0.163 0.825
C -6.925 -1.194 0.118
C 7.172 0.678 -0.266
H -10.742 -0.190 -1.079
H -4.162 1.506 -0.848
H -8.914 -1.978 0.057
H -10.602 1.392 -0.290
H -6.427 -2.145 0.217
H 1.483 0.910 0.817
H 2.833 0.228 1.766
H 6.004 2.395 2.262
H 5.917 -1.393 -1.606
H 8.003 1.375 -0.449
H 4.912 -0.572 0.572
H 3.658 1.394 -0.251
H 3.240 -2.134 1.733
H 6.797 0.775 -2.366
H -2.453 -1.631 0.577
H 7.337 2.883 1.183
H -10.854 -0.074 0.676
H 4.437 -2.830 -0.321
H 4.704 -0.441 -2.461
H 5.603 1.634 -1.402
H 2.185 -3.166 0.730
H -4.205 1.645 0.929
H -6.312 2.132 -0.087
H 7.582 -0.331 -0.170
H 5.673 2.781 0.559
H 2.668 0.351 -1.279
H 3.135 -2.175 -1.321
```

Properties
Spin multiplicity ... 1
HOMO energy ... -8.92 eV
SMILES ... COCCCC1CCN(C(=O)c2cc(COc3ccc(C)nc3)on2)CC1

Version two
# C20H27N3O4

The molecule C20H27N3O4 (ωB97M-V/def2-TZVPD, the Open Molecules 2025 dataset).

Structure (XYZ):
```
54
Properties=species:S:1:pos:R:3
O -3.324 2.824 3.462
O 2.138 -1.885 -2.837
O 2.751 -4.542 -1.853
O -3.557 -1.564 1.165
N -2.552 -2.457 0.965
N -2.075 -0.557 -0.091
N -1.987 2.027 1.834
C 2.393 -0.494 -2.804
C -4.146 0.710 0.519
C 1.405 -2.458 -1.823
C -3.161 2.128 2.480
C -1.681 -1.840 0.207
C 3.743 -4.052 -2.728
C 0.846 1.291 1.002
C -0.483 -2.469 -0.300
C -3.222 -0.450 0.509
C -4.319 1.302 1.922
C 1.164 2.455 0.069
C -0.151 -3.757 0.116
C -0.495 3.894 1.276
C 0.304 -1.832 -1.253
C 1.736 -3.763 -1.405
C -0.051 3.365 -0.084
C 0.944 -4.380 -0.432
C 3.339 -0.116 -1.670
C 0.391 1.803 2.367
C -0.804 2.752 2.250
H 1.468 2.078 -0.909
H -5.193 1.956 1.933
H 1.464 0.083 -2.739
H 0.069 0.666 0.555
H 0.193 4.203 -0.740
H 3.323 -3.741 -3.686
H -0.866 2.807 -0.551
H 1.226 -5.376 -0.131
H 0.124 0.962 3.011
H 2.891 -0.365 -0.710
H 2.857 -0.286 -3.772
H -5.121 0.353 0.179
H 1.213 2.341 2.842
H 4.292 -3.219 -2.285
H -1.045 3.172 3.233
H 1.996 3.031 0.480
H -0.761 -4.247 0.856
H 1.731 0.665 1.134
H -3.788 1.461 -0.186
H 0.301 4.508 1.703
H -1.884 1.429 1.031
H 4.277 -0.657 -1.767
H -4.515 0.500 2.638
H 4.423 -4.891 -2.880
H 0.017 -0.843 -1.572
H 3.548 0.950 -1.697
H -1.382 4.521 1.169
```

Properties
Spin multiplicity ... 1
HOMO energy ... -8.26 eV
SMILES ... CCOc1cc(-c2noc(CCC(=O)NC3CCCCC3)n2)ccc1OC

Ranked by calculated energy, most stable first: version two, version one.

Version one
# CH4INS

A structure of composition CH4INS (ωB97M-V/def2-TZVPD, the Open Molecules 2025 dataset).

Structure (XYZ):
```
8
Properties=species:S:1:pos:R:3
I -2.279 -0.111 -0.286
S 1.491 -1.294 0.060
N 1.042 0.218 -0.440
C -0.578 0.774 0.551
H -0.341 0.429 1.543
H 0.497 -2.084 -0.430
H -0.532 1.840 0.399
H 0.700 0.228 -1.397
```

Properties
Spin multiplicity ... 1
HOMO energy ... -8.66 eV

Version two
# CH4INS

A structure of composition CH4INS (ωB97M-V/def2-TZVPD, the Open Molecules 2025 dataset).

Structure (XYZ):
```
8
Properties=species:S:1:pos:R:3
I 2.369 0.662 -0.192
S 0.497 -1.894 -0.133
N 0.695 -0.366 0.457
C -0.872 0.937 -0.265
H -1.670 0.523 0.325
H -0.488 1.890 0.025
H 0.347 -2.433 1.093
H -0.878 0.682 -1.310
```

Properties
Spin multiplicity ... 1
HOMO energy (alpha / beta) ... -8.41 / -8.41 eV

Version three
# CH4INS

The molecule CH4INS (ωB97M-V/def2-TZVPD, the Open Molecules 2025 dataset).

Structure (XYZ):
```
8
Properties=species:S:1:pos:R:3
I -0.575 -2.670 0.770
S -0.683 0.640 0.643
N -1.070 -0.780 -0.169
C 0.897 0.866 -0.082
H 1.173 -0.072 -0.508
H -2.132 -0.980 -0.271
H 0.881 1.577 -1.022
H 1.509 1.419 0.639
```

Properties
Spin multiplicity ... 1
HOMO energy ... -8.52 eV
SMILES ... CSNI

Ranked by calculated energy, most stable first: version three, version one, version two.